Entry 1:
A structure of composition C35H65BeCl3CsFN4O16PSSi in a non-equilibrium geometry. Source: the Open Molecules 2025 dataset; level of theory: ωB97M-V/def2-TZVPD.

Computed properties:
E	-5339.19268	Eh
M	1156.32	g/mol
gap between HOMO and LUMO	1.20	eV
charge	+1
E_LUMO	-7.74	eV

Structure (XYZ):
```
129
Properties=species:S:1:pos:R:3:forces:R:3
C 0.621176 4.126557 0.215812 0.7763 0.6282 -0.7405
N -0.165921 3.027055 0.816033 0.2811 0.0971 0.2100
C -1.116850 3.570789 1.828743 -0.5865 -1.1580 0.3803
C 0.670965 2.018336 1.415233 0.4981 1.0875 0.2580
O 1.748703 2.345279 1.876465 -0.5370 -1.1244 -0.1657
C 0.142861 0.545948 1.451801 -0.0261 -0.1381 0.4312
C 0.978791 -0.451992 0.563442 1.0563 -1.7815 -0.7423
C 1.570119 0.123749 -0.668008 0.2758 -2.3385 -0.5941
C 2.381711 -0.692850 -1.590697 -1.6584 -0.8806 3.8680
C 2.595152 -2.117309 -1.192191 -0.0416 2.0436 -0.7400
C 2.087489 -2.800665 -0.022248 -0.8393 1.7730 0.3743
C 2.486177 -4.347951 0.174037 -0.0297 1.3870 0.1489
C 1.270395 -5.338167 0.173490 1.2062 -0.6898 0.2345
O 1.123843 -5.794155 1.536069 -0.9416 -0.3016 -0.9359
Si 0.413220 -7.353566 1.653295 -0.2713 -1.2164 1.7602
C -0.236619 -7.486111 3.459176 0.1593 1.1769 -0.2548
C 1.768713 -8.710318 1.482371 -0.0131 1.2351 -0.8078
C -1.096246 -7.641175 0.535447 -0.0742 0.0260 -0.1185
C 1.187517 -1.944112 0.947444 1.0734 1.1786 -2.5526
C 0.508739 -2.591126 2.272092 -1.7111 -0.4828 -1.8503
C -0.880934 -3.284352 2.033147 -0.9675 0.6554 1.0474
C -1.999229 -2.350709 1.438562 -0.6962 -0.6117 -0.3822
N -2.119422 -2.687759 -0.008210 0.4575 0.3913 0.5775
C 3.473688 -2.625821 -2.368604 -0.4425 -0.1663 0.1060
O 4.076066 -3.646427 -2.537436 -0.4778 0.2304 0.5809
N 3.493367 -1.623829 -3.447006 -0.7292 1.0363 0.0325
C 3.102296 -0.322966 -2.921032 -1.0962 -1.4634 2.3882
O 3.277347 0.771846 -3.365774 0.1146 -0.5967 -0.2710
H 1.557799 3.718748 -0.256652 -0.9853 0.3518 0.5678
H 0.057635 4.639073 -0.615287 0.1907 -0.6863 0.9271
H 0.904713 4.936834 0.944417 -0.2300 -1.0926 -0.6138
H -0.646691 4.348142 2.486377 -0.3308 -0.6242 -0.6915
H -2.048399 3.950570 1.341166 0.8736 -0.1494 0.3924
H -1.404270 2.697444 2.487737 0.0107 1.0044 -0.5440
H -0.939298 0.571041 1.171045 0.9236 -0.1625 -0.0088
H 0.179667 0.234877 2.536755 0.0191 0.2539 -1.0808
H 1.404916 1.187019 -0.958786 -0.3023 -1.3026 0.4668
H 3.219110 -4.659652 -0.621841 -0.7948 0.7085 0.7087
H 3.069532 -4.438306 1.159744 -0.9886 -0.1861 -1.2849
H 1.571989 -6.230204 -0.452498 -0.3183 0.9187 0.3582
H 0.327958 -4.927785 -0.271018 0.7727 -0.0393 0.5237
H 0.384466 -6.755945 4.055311 -0.5383 -0.9019 -0.3315
H -0.099349 -8.506589 3.889170 -0.3182 0.9364 -0.3457
H -1.291420 -7.107432 3.509616 0.7434 -0.5738 0.0333
H 2.587957 -8.258960 0.848031 -0.5701 -0.9108 0.4659
H 2.233227 -8.858695 2.551031 -0.5677 0.0284 -1.0283
H 1.354813 -9.657665 1.059069 0.6001 0.6636 0.3947
H -1.175324 -8.746894 0.327035 0.1297 1.1266 0.0380
H -2.006762 -7.384604 1.136261 0.9278 -0.0648 -0.7163
H -1.102536 -7.062746 -0.422780 -0.0606 -0.6103 0.6630
H 0.374681 -1.742097 3.063562 -0.0011 -1.5080 -1.3662
H 1.248886 -3.374405 2.710049 -5.0840 0.0611 -2.5615
H -1.248483 -3.613381 3.051612 0.5765 0.2221 -0.9264
H -0.845818 -4.208226 1.410862 0.3749 0.8432 0.4745
H -3.007459 -2.561130 1.906472 1.2008 0.2234 0.0478
H -1.823548 -1.256449 1.572804 0.1104 -0.9601 -0.1128
H -2.608285 -3.584805 -0.046612 -0.0370 0.5519 -0.3879
H -2.629156 -1.958265 -0.504616 -0.1665 -0.5143 0.1344
H 2.675602 -1.848572 -4.037355 0.8748 -0.2624 -0.4519
F 3.047223 1.945267 -0.349272 5.6561 1.6623 1.1744
C 5.965386 2.830477 -3.835811 -0.5853 0.0482 -0.6444
C 6.799108 1.609422 -3.576189 -0.0553 -0.5080 -0.3290
O 7.857133 2.115084 -2.760813 -0.2237 0.4863 0.2324
C 7.404095 3.240380 -2.156336 0.4368 0.0411 -0.0046
O 7.978403 3.814273 -1.283142 -0.3229 -0.1521 -0.0205
O 6.203865 3.630713 -2.673047 0.2699 -0.2962 0.4393
H 4.906247 2.599194 -3.938632 0.0433 0.1226 0.1707
H 6.294995 3.384053 -4.717918 0.0657 0.0093 0.0964
H 6.256546 0.842064 -3.016314 0.0031 0.0305 -0.0116
H 7.190363 1.168073 -4.491174 0.1510 0.0229 0.1548
Be 4.740526 2.350565 0.133515 -4.5287 -0.8531 -1.3477
C -0.662753 7.835485 2.977415 0.0280 0.2708 0.0164
Cl -1.698768 6.666283 3.805647 -0.0290 -0.0972 -0.0405
Cl 0.724883 7.042618 2.211805 0.0075 0.2410 0.0875
H -1.244789 8.340879 2.212300 0.0407 -0.1467 0.0271
H -0.301322 8.557113 3.701861 -0.0601 -0.1554 -0.0136
C -6.142809 -7.887296 1.457341 -0.2780 0.1426 -0.0083
N -4.688353 -7.600795 1.336585 -0.0453 -0.0403 -0.0090
O -4.353458 -6.435975 1.206853 0.0805 -0.2121 0.0469
O -3.936585 -8.553716 1.376697 -0.3109 0.2622 0.0579
H -6.688726 -6.949764 1.405466 0.1363 -0.0318 -0.0043
H -6.417505 -8.540858 0.632423 0.0718 -0.0714 0.1239
H -6.301922 -8.375041 2.416413 0.0585 -0.0917 -0.1157
O -2.056412 9.509704 5.071166 -0.0516 0.0532 0.1836
H -1.717232 9.307188 5.950695 -0.0216 0.0793 -0.0462
H -2.921325 9.084622 5.050818 0.0552 0.0454 -0.0375
C 9.339223 6.896964 -2.261789 0.0033 0.0110 0.1061
C 8.081210 7.753249 -2.435634 -0.0629 -0.0935 0.0336
C 8.491387 9.026597 -3.181966 -0.4521 0.0548 0.3115
S 9.912764 8.585210 -4.181735 -0.0463 -0.1339 -0.1542
O 11.060072 9.307741 -3.693781 -0.0769 0.0116 -0.2060
O 9.536951 8.592894 -5.573976 0.2186 0.1733 0.0823
C 10.028119 6.892776 -3.621390 0.0035 -0.3498 0.2884
H 9.098576 5.886447 -1.931936 0.0345 0.0690 0.0132
H 9.993680 7.350553 -1.512063 0.0091 -0.0356 -0.0587
H 7.344204 7.201335 -3.026642 0.0399 0.0177 0.0189
H 7.619159 7.991142 -1.476392 0.0092 -0.0005 -0.0623
H 7.694837 9.389091 -3.829814 0.1892 0.0863 -0.0709
H 8.796371 9.813869 -2.492715 0.1024 -0.0228 -0.1134
H 11.072323 6.588759 -3.573671 0.0000 0.1384 -0.1336
H 9.487027 6.268782 -4.334745 0.0444 0.0864 -0.0396
Cl 2.496412 -8.767764 4.368721 0.5235 -0.0402 0.5559
Cs 2.759528 -2.514655 3.366877 6.9795 1.8404 3.2657
O -5.808843 -0.882549 0.340362 1.3084 -1.8472 -3.7903
P -6.898347 -0.392845 -0.599899 -4.0022 4.7020 6.6475
O -6.770763 1.203681 -0.190039 0.5688 -0.0251 -0.9232
C -5.663974 1.952505 -0.674661 0.0222 0.2434 -0.0762
C -5.832861 2.299793 -2.142385 0.0305 -0.0591 -0.0966
O -8.153237 -0.753934 0.420896 -0.0322 -0.8876 -1.1820
C -8.092069 -1.886184 1.286853 -0.0150 -0.0253 0.4058
C -7.777223 -1.437068 2.699409 -0.0549 0.0988 0.1641
O -8.025819 0.093483 -1.754061 2.2829 -1.9650 -0.6577
C -9.186394 -0.703423 -2.032012 -0.4182 -0.3664 -0.5322
C -10.408344 -0.024689 -1.450539 0.0040 0.3304 0.3278
H -4.731735 1.403308 -0.504545 0.0094 -0.0044 0.0342
H -5.619831 2.870966 -0.085739 -0.0890 -0.1096 0.0874
H -5.790892 1.399132 -2.761411 0.0437 0.0485 -0.0346
H -5.046004 2.981016 -2.472175 -0.0006 -0.0372 0.0014
H -6.803170 2.766394 -2.318960 0.0702 0.0157 0.0645
H -7.370247 -2.622705 0.928170 0.0688 0.1421 0.0591
H -9.075448 -2.366315 1.265901 -0.0122 0.1220 -0.0968
H -6.854336 -0.858913 2.742524 0.0734 -0.1267 -0.1283
H -7.688226 -2.295483 3.369491 -0.0165 0.0247 -0.0337
H -8.573146 -0.789255 3.074874 -0.0048 -0.0947 -0.0374
H -9.066978 -1.721386 -1.659442 -0.0410 0.0782 0.1112
H -9.288838 -0.766545 -3.117502 0.1394 0.0159 0.0117
H -10.334423 0.086599 -0.367937 0.0863 -0.1671 -0.0907
H -11.313097 -0.591504 -1.678408 0.0922 -0.0110 -0.1036
H -10.513683 0.983783 -1.856598 -0.0187 -0.1108 -0.1329
```
Forces are in eV/Å.

Entry 2:
A structure of composition C39H39GeN3O8STi in a non-equilibrium geometry. Source: the Open Molecules 2025 dataset; level of theory: ωB97M-V/def2-TZVPD.

Computed properties:
2S+1	3
E	-5600.50255	Eh
M	830.30	g/mol
ΔE to the lowest compared entry with this formula, charge and spin	4.39	kcal/mol
gap between HOMO and LUMO (alpha / beta)	5.62 / 7.30	eV
E_LUMO (alpha / beta)	-0.33 / -0.37	eV

Structure (XYZ):
```
92
Properties=species:S:1:pos:R:3:forces:R:3
Ti -0.069206 0.675638 -0.178821 0.8754 0.4239 0.2558
O -3.469146 2.444228 -1.649659 -0.0303 0.1967 -0.0860
C -2.583071 1.708334 -0.968241 0.3889 -0.0813 -0.0108
O -1.319031 1.940830 -1.120571 -0.5582 0.1502 -0.0370
C -2.994675 0.694190 -0.104816 0.0326 -0.2468 0.1774
C -4.282707 0.397093 0.407766 0.0667 -0.0231 -0.1150
C -4.374579 -0.522631 1.434437 -0.0660 -0.0648 0.0955
C -3.245133 -1.119380 2.001679 -0.0819 -0.0539 -0.0220
C -1.987115 -0.791678 1.456782 -0.1292 0.1733 0.0448
N -1.900654 0.008778 0.361255 -0.4824 -0.0288 0.2476
C -0.685396 -1.050435 1.935428 0.2437 0.1481 -0.1665
O -0.387883 -1.735451 3.037213 -0.0577 -0.1503 0.1045
O 0.292560 -0.541940 1.281411 -0.3494 -0.2470 0.1086
H -2.960924 3.107076 -2.137397 -0.0562 0.0136 0.0138
H -5.148597 0.923059 0.032014 0.0116 -0.0426 -0.0078
H -5.349630 -0.755911 1.845197 0.0209 0.0133 -0.0002
H -3.337318 -1.777014 2.857369 -0.0087 0.0244 -0.0517
H -1.201243 -2.083637 3.422610 0.0495 -0.0104 0.0481
C -0.845987 -0.277536 -4.312860 0.0072 -0.0150 -0.1695
C -0.007891 -0.249509 -3.070706 0.2065 -0.1165 0.0190
O -0.612092 -0.291395 -1.983601 -0.1613 0.2247 -0.1107
C 1.426333 -0.178834 -3.156750 -0.1719 0.0066 -0.2957
C 2.087082 -0.274183 -4.399168 0.0008 -0.0791 -0.0061
C 3.452708 -0.308807 -4.470681 0.0397 -0.0294 0.1536
C 4.194067 -0.271674 -3.272280 0.0466 -0.0260 -0.0973
C 3.580291 -0.177690 -2.051238 0.0969 -0.0566 -0.0358
C 2.177245 -0.087252 -1.970399 -0.1590 -0.0408 0.3445
O 1.612563 0.083289 -0.809287 0.6255 -0.1034 -0.4032
H -1.895647 -0.322234 -4.033993 -0.0171 0.0064 0.0046
H -0.595648 -1.125024 -4.950573 0.0112 0.0621 -0.0065
H -0.660299 0.635355 -4.884879 -0.0177 -0.0246 0.0294
H 1.503026 -0.330503 -5.309530 0.0184 0.0312 0.0193
H 3.954900 -0.373680 -5.426243 0.0116 -0.0140 0.0185
H 5.276196 -0.320245 -3.316369 -0.0234 -0.0058 0.0005
H 4.139671 -0.172255 -1.124478 -0.0013 0.0158 -0.0789
C -2.952339 -2.595513 -1.609133 0.1777 0.1123 0.0504
N -1.667465 -2.899665 -0.997345 0.1724 -0.0500 -0.1844
C -0.452685 -3.209899 -1.512144 -0.2825 -0.1284 0.1355
S 0.872629 -3.250749 -0.465769 -0.1610 -0.1502 -0.3531
N -0.276148 -3.509756 -2.826019 0.0188 0.1269 0.0990
C -1.196356 -3.603972 -3.948912 0.0791 -0.1867 0.1741
H -3.695361 -2.602831 -0.813665 0.0174 0.0555 0.0287
H -3.251299 -3.344193 -2.330604 0.0070 -0.1541 -0.1164
H -2.965021 -1.603760 -2.071682 0.0295 -0.0242 -0.0231
H -1.561165 -2.556072 -0.055777 -0.0693 -0.1370 0.0254
H 0.660412 -3.842225 -2.983807 0.0361 0.0526 -0.0507
H -1.763456 -4.537964 -3.957765 -0.0157 -0.0130 0.0521
H -0.602122 -3.565363 -4.861044 0.0070 -0.0407 0.0070
H -1.887985 -2.773604 -3.981399 -0.1042 0.1045 0.0579
O -0.467906 1.980017 1.476343 0.2041 0.3403 0.1624
C 0.541245 2.680402 1.190317 -0.2446 -0.1935 -0.2817
O 1.179292 2.377371 0.132981 -0.3530 -0.2754 0.2286
C 1.022798 3.834227 1.994554 -0.0357 0.0874 0.2508
C 1.327965 5.043746 1.116117 -0.1907 0.1061 0.1453
Ge 2.673673 4.756778 -0.260161 0.1539 0.2525 -0.4089
C 3.194710 6.561754 -0.831270 0.0346 0.1067 -0.1150
C 4.512623 7.005562 -0.939016 -0.0375 0.0336 -0.0289
C 4.808319 8.256921 -1.470839 -0.0226 -0.0389 0.0353
C 3.787793 9.084386 -1.912869 -0.0414 -0.0125 0.0031
C 2.468689 8.655975 -1.824677 0.0208 -0.0356 0.0268
C 2.179169 7.406886 -1.292360 0.1132 0.0737 0.0578
C 4.195659 3.821277 0.472171 0.2178 -0.2512 0.0735
C 4.351969 2.454124 0.224438 0.1151 0.0820 0.0603
C 5.441762 1.763971 0.739482 -0.0332 0.0449 -0.0174
C 6.387032 2.428391 1.509708 0.0068 -0.0100 0.0068
C 6.238047 3.782677 1.773161 -0.0342 0.0185 -0.0124
C 5.147132 4.473942 1.259185 -0.0317 -0.1382 0.0530
C 2.116539 3.954593 -1.943360 -0.1496 0.0691 -0.2498
C 3.096386 3.528193 -2.841256 -0.1390 -0.0310 -0.0411
C 2.749576 3.058495 -4.102485 -0.0344 0.0497 -0.0041
C 1.415007 3.014342 -4.486424 0.1063 0.0810 0.0633
C 0.430338 3.435103 -3.603360 0.0525 0.0207 0.1038
C 0.778841 3.903590 -2.341256 0.1773 0.0274 -0.1010
H 1.946697 3.503293 2.480686 -0.0154 -0.0152 0.0281
H 0.297178 4.050977 2.775980 -0.0445 0.0335 0.0271
H 1.746890 5.831908 1.744006 -0.0306 0.0789 -0.0058
H 0.423711 5.458198 0.661387 -0.0477 -0.0716 0.0764
H 5.329163 6.368405 -0.617445 -0.0331 0.0135 -0.0291
H 5.839015 8.581840 -1.543420 -0.0016 -0.0066 -0.0056
H 4.017923 10.056057 -2.332351 -0.0093 -0.0124 0.0110
H 1.667129 9.292820 -2.178065 0.0008 0.0016 0.0032
H 1.141336 7.087032 -1.247936 0.0403 -0.0057 -0.0052
H 3.609566 1.926439 -0.363339 0.0177 0.0576 0.0500
H 5.553413 0.704062 0.544003 0.0025 0.0026 0.0210
H 7.236659 1.889078 1.910713 -0.0143 0.0093 -0.0111
H 6.971594 4.301429 2.377967 -0.0111 -0.0041 0.0060
H 5.036144 5.529105 1.485922 0.0109 -0.0145 -0.0197
H 4.144283 3.560169 -2.556964 -0.0355 0.0063 -0.0157
H 3.521578 2.731838 -4.788643 -0.0204 -0.0091 0.0238
H 1.147177 2.659866 -5.474173 -0.0046 -0.0226 -0.0248
H -0.612348 3.396233 -3.897804 -0.0140 0.0132 0.0008
H -0.004982 4.220209 -1.659919 0.0609 -0.0593 -0.0281
```
Forces are in eV/Å.

Entry 3:
A structure of composition C8H10FN2O4S2 in a non-equilibrium geometry. Source: the Open Molecules 2025 dataset; level of theory: ωB97M-V/def2-TZVPD.

Computed properties:
E	-1617.58715	Eh
M	281.31	g/mol
ΔE to the lowest compared entry with this formula, charge and spin	21.17	kcal/mol
gap between HOMO and LUMO	8.69	eV
charge	-1
E_LUMO	2.88	eV

Structure (XYZ):
```
27
Properties=species:S:1:pos:R:3:forces:R:3
C -2.347805 0.887428 -1.380024 0.0912 -0.1036 0.9029
C -1.555066 1.357802 -0.131319 -0.4466 0.3380 -0.7509
C -0.086284 1.605045 -0.431953 -0.7267 -1.1387 0.5522
F 0.021517 2.627150 -1.343679 0.2356 0.2984 0.0416
S 0.764226 2.047680 1.139712 0.6947 2.0266 0.9830
O 0.279073 3.382707 1.399612 -1.0122 -0.0291 -0.0004
O 2.188535 2.049630 0.940111 0.2276 -1.0843 -0.4899
N 0.206146 1.103570 2.317529 0.6594 -1.0607 -1.4660
S 0.881374 -0.370391 2.474767 -0.1183 0.3004 1.5084
O -0.041870 -1.182180 3.239105 -0.8102 -0.0957 -0.6531
O 2.182918 -0.367485 3.075332 0.7388 0.3580 -0.6507
C 0.999138 -1.147006 0.819719 -0.0192 0.9049 1.9949
C -0.080247 -1.906455 0.454530 -0.9198 -0.5842 -0.4640
C -0.047912 -2.473991 -0.802062 -0.1323 0.3032 0.5221
C 1.072029 -2.206216 -1.544269 0.0648 -0.9084 -2.0227
C 2.118548 -1.460333 -1.075611 0.2564 0.4063 0.4467
N 2.090348 -0.912873 0.135675 0.3943 -0.1616 -0.4158
H -2.486737 -0.194567 -1.314207 0.1249 -0.0051 -0.3284
H -3.344617 1.327867 -1.326435 0.0244 0.0162 -0.3373
H -1.846514 1.156596 -2.307999 -0.1487 0.0318 -0.0493
H -1.683660 0.633258 0.668892 0.2050 0.1185 0.0946
H -1.969340 2.310931 0.205950 0.1200 -0.0518 0.1728
H 0.348666 0.717767 -0.898339 0.2872 0.0729 0.1641
H -0.929511 -2.040090 1.107825 0.1343 0.1060 0.2237
H -0.866201 -3.066325 -1.184565 -0.0013 -0.0587 -0.0445
H 1.137875 -2.604132 -2.553446 0.0547 0.0034 0.0408
H 2.995371 -1.275383 -1.684852 0.0220 -0.0026 0.0253
```
Forces are in eV/Å.

Question: Which of these has the highest E?
Answer: C8H10FN2O4S2

Question: The lowest E belongs to which entry?
Answer: C39H39GeN3O8STi

Question: Which of these has the highest M?
Answer: C35H65BeCl3CsFN4O16PSSi

Question: Among the records above, which one has the lowest E?
Answer: C39H39GeN3O8STi